A molecular structure, C48H61BrFN11O4SiY, computed with wB97M-V/def2-TZVPD.

Positions of all 128 atoms, in Å:
1 Y 0.63 0.74 -1.73
2 C 5.68 -1.01 3.78
3 C 5.20 0.43 3.68
4 N 3.96 0.54 2.88
5 C 4.06 0.86 1.59
6 C 3.00 0.92 0.72
7 C 3.24 1.41 -0.69
8 O 3.87 2.41 -0.88
9 O 2.63 0.68 -1.60
10 C 1.71 0.62 1.18
11 O 0.65 0.69 0.44
12 C 1.59 0.27 2.57
13 C 0.33 -0.05 3.12
14 C 0.20 -0.29 4.45
15 F -1.03 -0.53 4.94
16 C 1.30 -0.24 5.34
17 C 2.54 0.00 4.78
18 C 2.71 0.26 3.42
19 N 1.21 -0.43 6.74
20 C 1.62 0.71 7.56
21 C 1.96 0.26 8.97
22 N 0.76 -0.44 9.56
23 C 0.40 -1.62 8.70
24 C 0.06 -1.12 7.31
25 H 6.60 -1.04 4.36
26 H 5.90 -1.41 2.79
27 H 4.94 -1.65 4.25
28 H 5.95 1.05 3.20
29 H 5.02 0.86 4.67
30 H 5.06 1.10 1.24
31 H -0.54 -0.07 2.48
32 H 3.40 -0.03 5.44
33 H 0.82 1.47 7.60
34 H 2.50 1.18 7.14
35 H 2.22 1.11 9.60
36 H 2.78 -0.45 8.97
37 H -0.03 0.21 9.57
38 H 0.94 -0.72 10.52
39 H -0.44 -2.14 9.15
40 H 1.27 -2.28 8.68
41 H -0.83 -0.48 7.37
42 H -0.19 -1.99 6.70
43 C -5.08 1.57 -0.69
44 N -3.82 1.06 -1.25
45 C -2.60 1.55 -1.13
46 N -1.75 0.84 -1.86
47 C -2.56 -0.10 -2.43
48 N -3.81 0.00 -2.09
49 C -5.78 2.49 -1.66
50 C -7.11 2.27 -1.99
51 C -7.76 3.14 -2.86
52 C -7.09 4.22 -3.40
53 C -5.75 4.43 -3.08
54 C -5.11 3.57 -2.21
55 C -5.03 5.55 -3.69
56 N -5.50 6.46 -4.46
57 N -4.41 7.28 -4.81
58 C -3.39 6.78 -4.22
59 O -3.69 5.68 -3.48
60 C -2.00 7.25 -4.29
61 C -1.70 8.32 -5.13
62 C -0.38 8.74 -5.24
63 C 0.62 8.11 -4.52
64 C 0.32 7.05 -3.67
65 C 1.44 6.44 -2.87
66 N 1.09 5.15 -2.27
67 C 0.97 3.97 -2.85
68 N 0.61 3.06 -1.95
69 C 0.52 3.79 -0.79
70 N 0.80 5.06 -0.95
71 C -1.00 6.62 -3.56
72 H -4.83 2.10 0.23
73 H -5.69 0.71 -0.46
74 H -2.35 2.41 -0.52
75 H -2.22 -0.86 -3.12
76 H -7.64 1.42 -1.58
77 H -8.80 2.97 -3.11
78 H -7.59 4.91 -4.07
79 H -4.07 3.76 -1.97
80 H -2.49 8.80 -5.68
81 H -0.14 9.57 -5.89
82 H 1.65 8.45 -4.62
83 H 1.72 7.08 -2.04
84 H 2.32 6.29 -3.50
85 H 1.14 3.80 -3.90
86 H 0.25 3.38 0.17
87 H -1.26 5.81 -2.90
88 C 0.38 -6.33 0.29
89 C 0.08 -4.85 -0.03
90 C 0.81 -3.95 0.99
91 C -1.42 -4.60 0.16
92 Si 0.62 -4.58 -1.82
93 Br 0.54 -1.86 -1.77
94 C -0.66 -4.89 -3.17
95 C -0.07 -4.64 -4.57
96 C -1.91 -4.00 -3.06
97 C -1.07 -6.37 -3.05
98 C 2.43 -4.84 -2.23
99 C 2.93 -3.92 -3.37
100 C 3.35 -4.59 -1.03
101 C 2.57 -6.32 -2.66
102 H 0.00 -6.56 1.29
103 H 1.45 -6.55 0.29
104 H -0.10 -7.02 -0.41
105 H 0.45 -4.21 1.99
106 H 0.59 -2.90 0.81
107 H 1.89 -4.08 0.98
108 H -1.67 -4.78 1.22
109 H -2.04 -5.27 -0.43
110 H -1.69 -3.57 -0.08
111 H 0.27 -3.62 -4.69
112 H -0.86 -4.83 -5.31
113 H 0.75 -5.32 -4.80
114 H -1.66 -2.95 -3.19
115 H -2.44 -4.11 -2.12
116 H -2.60 -4.29 -3.86
117 H -0.21 -7.05 -3.10
118 H -1.73 -6.62 -3.88
119 H -1.61 -6.58 -2.12
120 H 2.89 -2.87 -3.08
121 H 2.38 -4.05 -4.30
122 H 3.98 -4.17 -3.57
123 H 3.27 -3.56 -0.67
124 H 4.38 -4.75 -1.35
125 H 3.16 -5.27 -0.20
126 H 2.03 -6.53 -3.59
127 H 2.21 -7.01 -1.90
128 H 3.63 -6.53 -2.84

Relative energy (zero: lowest compared OMol25 entry of this formula, charge and spin) in eV: 0.9235
Multiplicity: 1
Max |F| in eV Å⁻¹: 2.11
Total charge: +3
HOMO-LUMO gap in eV: 6.22
HOMO energy in eV: -13.380